1.
An isolated molecule of C4H4N4O3, computed with ωB97M-V with the def2-TZVPD basis set.

Summary:
Gap between HOMO and LUMO = 9.08 eV
SMILES string = O=NNc1cnc(O)[nH]c1=O

Geometry as XYZ:
```
15
C4H4N4O3 ωB97M-V with the def2-TZVPD basis set
O -1.17 1.10 -2.96
N -0.18 0.47 -3.23
N 0.41 -0.08 -2.15
C 0.08 0.01 -0.81
C -0.90 0.74 -0.22
N -1.07 0.75 1.16
C -0.29 0.01 1.86
O -0.36 -0.02 3.18
N 0.71 -0.76 1.36
C 0.98 -0.81 0.00
O 1.91 -1.44 -0.45
H 1.25 -0.60 -2.35
H -1.56 1.38 -0.80
H -1.07 0.58 3.41
H 1.26 -1.33 2.01
```

Charges obtained by natural (NBO) population analysis, quoted in units of e: O -0.3965; N 0.2515; N -0.3939; C -0.0636; C 0.0383; N -0.5513; C 0.7120; O -0.6452; N -0.5961; C 0.6330; O -0.6078; H 0.4231; H 0.2486; H 0.5100; H 0.4380


2.
An isolated molecule of C4H4N4OS, computed with ωB97M-V with the def2-TZVPD basis set.

Summary:
Gap between HOMO and LUMO = 9.28 eV

Geometry as XYZ:
```
14
C4H4N4OS ωB97M-V with the def2-TZVPD basis set
C -1.94 -1.30 0.41
C 0.02 1.81 0.33
C -0.39 0.56 -0.18
C 0.78 -0.18 -0.29
N -1.80 -2.22 1.08
N 1.31 1.84 0.53
N 1.77 0.63 0.16
N 1.01 -1.44 -0.79
O -2.96 1.06 -0.09
S -2.05 0.10 -0.70
H -0.61 2.65 0.56
H 2.75 0.43 0.21
H 0.23 -2.07 -0.71
H 1.88 -1.86 -0.52
```

Charges obtained by natural (NBO) population analysis, quoted in units of e: C -0.0424; C -0.0109; C -0.4821; C 0.3538; N -0.2892; N -0.2655; N -0.3520; N -0.7994; O -0.9102; S 1.3634; H 0.2304; H 0.4104; H 0.4036; H 0.3901


Table of ΔE to the lowest compared entry with this formula, charge and spin (kcal/mol), in record order: 0.0; 7.2